Entry from the OMol25 dataset: the ion C3H6N3O2S with charge +1 (ωB97M-V with the def2-TZVPD basis set).

Its SMILES is NS(=O)(=O)[n+]1cc[nH]c1. Its HOMO-LUMO gap is 11.48 eV. The spin multiplicity is 1. Its largest force on an atom is 0.0724 hartree/bohr. The charge is +1. For the energy above the lowest of the compared OMol25 structures with the same formula, charge and spin, the calculation gives 0.0 kcal/mol.

Element x y z (Å)
N -2.2379 -0.8795 0.8379
S -1.0521 0.1171 1.3410
O -1.4706 1.4555 1.3211
O -0.1303 -0.3609 2.3501
N 0.0775 0.0431 -0.0996
C 0.0963 0.8759 -1.1431
C 1.2710 0.7513 -1.7691
N 1.9954 -0.1601 -0.9933
C 1.2550 -0.5332 0.0124
H -1.9831 -1.8038 1.0828
H -3.2297 -0.6263 1.1268
H -0.8338 1.4669 -1.2174
H 1.6581 1.3811 -2.5480
H 2.9994 -0.5837 -1.1904
H 1.5847 -1.1434 0.8888

Just the Mulliken charges please, in e? Sure, here they are:
1. N -0.44
2. S 1.11
3. O -0.51
4. O -0.55
5. N -0.05
6. C -0.07
7. C -0.53
8. N -0.09
9. C -0.02
10. H 0.28
11. H 0.34
12. H 0.42
13. H 0.38
14. H 0.33
15. H 0.40